(1)
{"formula": "CH2N6O3", "method": "wB97M-V/def2-TZVPD", "elements": ["C", "N", "N", "N", "N", "N", "N", "O", "O", "O", "H", "H"], "coordinates": [[0.480, -1.079, 0.054], [0.393, -2.092, -0.914], [1.169, -1.646, 1.157], [0.931, -3.088, -0.445], [1.461, -2.793, 0.852], [-0.344, -0.063, 0.153], [2.547, 1.068, -0.132], [3.582, 1.500, -0.552], [1.698, 1.685, 0.458], [2.358, -0.172, -0.367], [-0.143, 0.631, 0.872], [-0.828, 0.258, -0.674]], "orbital_gap_ev": [8.38, 5.13], "multiplicity": 3, "largest_force_ev_per_a": 3.87, "de_lowest_kcal_mol": 0.0, "total_energy_ev": -16142.82863, "total_charge": 0, "e_homo_ev": [-8.86, -10.14], "lumo_energy_ev": [-0.5, -5.0]}


(2)
{"formula": "C5H9NS", "method": "wB97M-V/def2-TZVPD", "elements": ["C", "C", "C", "C", "C", "N", "S", "H", "H", "H", "H", "H", "H", "H", "H", "H"], "coordinates": [[-0.728, 1.041, -0.221], [2.098, -1.208, -0.192], [0.340, -1.764, -0.521], [2.955, -0.347, 0.488], [-2.043, 1.803, -0.235], [-2.071, -1.248, 0.415], [-0.727, -0.571, 0.273], [0.286, 1.511, -0.125], [4.066, -0.349, 0.311], [2.754, -1.978, -0.659], [0.117, -2.849, -0.228], [2.670, 0.453, 1.193], [-2.807, 1.223, 0.364], [-1.763, 2.904, 0.278], [-2.417, 1.980, -1.276], [-2.730, -0.604, 0.135]], "orbital_gap_ev": [7.11, 7.10], "largest_force_ev_per_a": 4.77, "de_lowest_kcal_mol": 196.9, "total_energy_ev": -17647.65464, "total_charge": 0, "e_homo_ev": [-8.06, -8.03], "lumo_energy_ev": [-1.0, -0.9]}


(3)
{"formula": "C31H47N3O3Si2", "method": "wB97M-V/def2-TZVPD", "elements": ["C", "C", "C", "Si", "C", "C", "C", "C", "C", "C", "C", "C", "C", "C", "C", "O", "C", "C", "O", "O", "Si", "H", "H", "H", "H", "H", "H", "H", "H", "H", "H", "H", "H", "H", "H", "H", "H", "H", "H", "H", "H", "H", "H", "H", "H", "H", "H", "H", "H", "H", "H", "H", "H", "N", "C", "C", "C", "C", "C", "H", "H", "H", "H", "H", "N", "C", "C", "C", "C", "C", "H", "H", "H", "H", "H", "N", "C", "C", "C", "C", "C", "H", "H", "H", "H", "H"], "coordinates": [[3.410, 1.438, 3.756], [2.639, 0.635, 3.301], [1.909, -0.609, 2.992], [2.630, -1.573, 1.516], [1.483, -3.068, 1.293], [0.771, -3.107, -0.087], [-0.515, -2.241, -0.078], [-1.830, -3.041, 0.031], [-2.617, -2.773, 1.316], [-3.170, -1.331, 1.438], [-3.991, -0.858, 0.231], [-3.982, 0.671, 0.002], [-2.590, 1.333, 0.125], [-2.533, 2.162, 1.450], [2.528, -0.464, -0.014], [3.239, -0.996, -1.156], [2.823, -0.411, -2.323], [3.764, 0.535, -3.039], [1.747, -0.649, -2.779], [4.157, -2.203, 1.813], [5.463, -1.163, 1.589], [4.090, 2.131, 4.178], [1.836, -1.261, 3.865], [0.885, -0.297, 2.742], [0.710, -3.042, 2.073], [2.074, -3.972, 1.487], [1.474, -2.846, -0.882], [0.497, -4.155, -0.258], [-0.418, -1.546, 0.769], [-0.474, -1.615, -0.976], [-2.406, -2.895, -0.886], [-1.567, -4.106, 0.036], [-1.916, -2.909, 2.151], [-3.403, -3.519, 1.464], [-2.320, -0.689, 1.685], [-3.813, -1.331, 2.326], [-5.032, -1.136, 0.437], [-3.735, -1.342, -0.712], [-4.316, 0.832, -1.032], [-4.718, 1.199, 0.610], [-2.332, 1.961, -0.729], [-1.785, 0.598, 0.234], [-1.593, 2.023, 1.992], [-2.726, 3.216, 1.253], [-3.324, 1.834, 2.131], [1.471, -0.329, -0.283], [2.934, 0.536, 0.205], [4.531, 0.002, -3.605], [3.175, 1.110, -3.750], [4.250, 1.238, -2.357], [6.237, -1.482, 0.380], [6.357, -1.344, 2.754], [5.044, 0.249, 1.614], [2.535, -6.551, -0.007], [2.232, -7.847, -0.071], [2.046, -8.537, -1.259], [2.179, -7.840, -2.449], [2.491, -6.492, -2.405], [2.660, -5.899, -1.163], [2.136, -8.350, 0.885], [1.804, -9.591, -1.251], [2.040, -8.342, -3.399], [2.603, -5.912, -3.311], [2.909, -4.847, -1.077], [-1.075, 5.169, 0.940], [-0.475, 5.834, 1.927], [0.901, 5.946, 2.060], [1.703, 5.328, 1.116], [1.102, 4.630, 0.082], [-0.282, 4.583, 0.040], [-1.141, 6.298, 2.646], [1.330, 6.501, 2.882], [2.782, 5.390, 1.185], [1.692, 4.133, -0.675], [-0.794, 4.050, -0.754], [-4.632, 4.554, -1.399], [-3.440, 5.138, -1.257], [-2.985, 6.164, -2.072], [-3.809, 6.607, -3.093], [-5.050, 6.012, -3.258], [-5.410, 4.996, -2.386], [-2.828, 4.759, -0.448], [-2.009, 6.603, -1.909], [-3.490, 7.405, -3.752], [-5.723, 6.328, -4.043], [-6.373, 4.504, -2.475]], "orbital_gap_ev": 9.91, "largest_force_ev_per_a": 1.87, "total_energy_ev": -59276.82441, "total_charge": 0, "e_homo_ev": -9.43, "lumo_energy_ev": 0.5}


(4)
{"formula": "C7H9N2", "method": "wB97M-V/def2-TZVPD", "elements": ["C", "C", "C", "C", "N", "H", "H", "H", "H", "H", "H", "C", "C", "C", "N", "H", "H", "H"], "coordinates": [[-1.877, 2.361, -0.193], [-1.173, 1.199, 0.548], [0.070, 0.667, -0.054], [1.271, 1.327, 0.051], [2.291, 1.934, 0.045], [-2.779, 2.673, 0.338], [-1.227, 3.236, -0.287], [-2.176, 2.041, -1.196], [-0.899, 1.540, 1.564], [-1.859, 0.338, 0.586], [-0.013, -0.083, -0.844], [0.663, -1.965, 0.701], [1.687, -2.409, -0.051], [1.458, -3.140, -1.255], [1.375, -3.744, -2.258], [0.805, -1.413, 1.633], [-0.362, -2.222, 0.422], [2.743, -2.341, 0.251]], "orbital_gap_ev": [9.24, 9.06], "multiplicity": 2, "largest_force_ev_per_a": 3.24, "de_lowest_kcal_mol": 22.7, "total_energy_ev": -10381.91796, "total_charge": 0, "e_homo_ev": [-9.06, -10.59], "lumo_energy_ev": [0.2, -1.5]}


(5)
{"formula": "C24H7F15GeN2O11P2SW", "method": "wB97M-V/def2-TZVPD", "elements": ["W", "C", "C", "N", "C", "C", "N", "C", "O", "O", "C", "O", "O", "H", "H", "H", "H", "H", "O", "P", "O", "O", "O", "P", "O", "O", "O", "H", "H", "F", "C", "C", "C", "F", "C", "F", "C", "F", "C", "F", "Ge", "S", "C", "C", "F", "C", "F", "C", "F", "C", "F", "C", "F", "C", "C", "F", "C", "F", "C", "F", "C", "F", "C", "F"], "coordinates": [[-1.317, 1.752, 0.278], [-2.307, 0.035, -3.287], [-1.006, -0.014, -2.575], [-0.621, 0.534, -1.414], [0.673, 0.099, -1.177], [1.086, -0.690, -2.192], [0.019, -0.746, -3.046], [2.353, -1.417, -2.541], [3.328, -1.401, -1.655], [2.396, -1.974, -3.597], [1.323, 0.718, -0.028], [2.299, 0.369, 0.553], [0.584, 1.836, 0.288], [-2.881, 0.913, -3.025], [-2.885, -0.860, -3.049], [-2.125, 0.039, -4.362], [0.053, -1.257, -3.922], [3.137, -0.909, -0.838], [-1.647, 5.849, 1.059], [-1.745, 4.441, 0.452], [-1.445, 3.302, 1.501], [-0.917, 4.024, -0.700], [-3.318, 4.245, 0.164], [-3.724, 2.773, -0.352], [-5.182, 2.867, -0.807], [-2.678, 2.297, -1.351], [-3.426, 1.813, 0.773], [-0.922, 6.430, 0.770], [-5.896, 3.023, -0.166], [-5.353, 0.355, 4.644], [-4.877, -0.839, 4.324], [-3.587, -0.965, 3.811], [-3.113, -2.259, 3.606], [-1.855, -2.437, 3.182], [-3.882, -3.375, 3.848], [-3.401, -4.585, 3.635], [-5.175, -3.209, 4.327], [-5.922, -4.258, 4.564], [-5.672, -1.938, 4.576], [-6.888, -1.788, 5.067], [-2.396, 0.542, 3.649], [-1.411, -0.098, 1.381], [-0.713, 0.253, 4.567], [-0.696, -0.548, 5.705], [-1.833, -1.089, 6.147], [0.470, -0.784, 6.406], [0.465, -1.535, 7.491], [1.655, -0.216, 5.957], [2.771, -0.430, 6.613], [1.670, 0.589, 4.824], [2.799, 1.141, 4.415], [0.488, 0.812, 4.155], [0.483, 1.626, 3.094], [-3.164, 2.294, 3.788], [-4.431, 2.625, 3.321], [-5.164, 1.738, 2.649], [-4.982, 3.867, 3.545], [-6.192, 4.150, 3.080], [-4.265, 4.826, 4.252], [-4.792, 6.007, 4.463], [-2.992, 4.535, 4.721], [-2.294, 5.444, 5.376], [-2.455, 3.288, 4.466], [-1.212, 3.051, 4.877]], "orbital_gap_ev": 5.11, "largest_force_ev_per_a": 1.38, "de_lowest_kcal_mol": 31.1, "total_energy_ev": -179011.11635, "total_charge": 2, "e_homo_ev": -14.74, "lumo_energy_ev": -9.6}


(6)
{"formula": "C28H29BNO2PPtSe2", "method": "wB97M-V/def2-TZVPD", "elements": ["Pt", "Se", "P", "Se", "C", "C", "C", "C", "C", "C", "C", "C", "C", "C", "C", "C", "H", "H", "H", "H", "H", "H", "H", "H", "H", "H", "C", "C", "C", "C", "N", "C", "C", "H", "H", "H", "H", "H", "H", "H", "C", "C", "C", "C", "C", "C", "C", "C", "O", "B", "O", "C", "C", "H", "H", "H", "H", "H", "H", "H", "H", "H", "H", "H", "H"], "coordinates": [[0.228, 0.592, -0.124], [-3.313, 0.713, 1.142], [-1.575, 0.677, 2.460], [-0.247, -0.963, 1.781], [-0.791, 2.333, 2.480], [0.509, 2.587, 2.054], [1.014, 3.877, 2.155], [0.226, 4.899, 2.661], [-1.071, 4.642, 3.078], [-1.585, 3.360, 2.985], [-1.963, 0.323, 4.201], [-0.945, 0.574, 5.116], [-1.131, 0.245, 6.445], [-2.322, -0.339, 6.851], [-3.334, -0.574, 5.936], [-3.162, -0.249, 4.602], [1.174, 1.778, 1.731], [2.034, 4.082, 1.864], [0.624, 5.900, 2.734], [-1.676, 5.434, 3.491], [-2.596, 3.154, 3.312], [-0.017, 1.028, 4.792], [-0.354, 0.451, 7.162], [-2.457, -0.608, 7.887], [-4.265, -1.009, 6.265], [-3.953, -0.434, 3.887], [5.754, -1.260, -2.908], [4.524, -0.857, -2.179], [4.220, 0.483, -1.930], [3.083, 0.806, -1.217], [2.258, -0.124, -0.743], [2.513, -1.408, -0.981], [3.627, -1.811, -1.689], [6.287, -0.398, -3.297], [5.516, -1.932, -3.731], [6.420, -1.800, -2.236], [4.868, 1.271, -2.281], [2.831, 1.841, -1.001], [1.815, -2.133, -0.578], [3.805, -2.862, -1.852], [-1.872, 2.496, -8.255], [-2.103, 1.087, -7.653], [-1.025, 0.146, -8.182], [-3.478, 0.581, -8.131], [-2.093, 1.254, -6.161], [-3.112, 2.032, -5.549], [-3.170, 2.271, -4.195], [-2.168, 1.713, -3.412], [-1.957, 1.782, -2.094], [-0.779, 1.071, -1.830], [-0.291, 0.559, -3.028], [-1.133, 0.945, -4.006], [-1.081, 0.711, -5.361], [-1.891, 2.425, -9.337], [-0.904, 2.878, -7.939], [-2.637, 3.200, -7.946], [-1.098, 0.086, -9.263], [-1.149, -0.858, -7.787], [-0.026, 0.497, -7.943], [-3.468, 0.486, -9.212], [-4.287, 1.252, -7.867], [-3.684, -0.394, -7.697], [-3.883, 2.468, -6.163], [-3.950, 2.871, -3.758], [-0.275, 0.136, -5.779]], "orbital_gap_ev": [3.10, 3.25], "largest_force_ev_per_a": 2.34, "de_lowest_kcal_mol": 104.5, "total_energy_ev": -178981.53671, "total_charge": 2, "e_homo_ev": [-13.09, -13.16], "lumo_energy_ev": [-10.0, -9.9]}